# C39H58AgBN10O3

A structure of composition C39H58AgBN10O3 (the ωB97M-V functional and the def2-TZVPD basis, the Open Molecules 2025 dataset).

Calculated values
HOMO   -6.15 eV
Total charge   0
E   -67106.824 eV
Orbital gap   6.460 eV

```
112
C39H58AgBN10O3 the ωB97M-V functional and the def2-TZVPD basis
Ag -0.516 -0.712 -1.880
O -2.262 -1.551 -0.045
O 1.053 2.138 -1.382
O -0.678 1.743 0.060
N 2.504 -1.669 -1.851
N -1.076 -1.828 -4.065
N -4.270 -0.959 0.855
N 0.600 -2.832 -1.341
N 2.315 -0.714 1.202
N -2.766 0.140 -3.219
N -2.288 -0.632 2.041
N 3.104 0.661 2.896
N 2.715 -3.854 -1.036
N 2.656 -1.584 3.394
C 4.150 -3.769 -1.228
C -0.366 3.765 1.440
C 0.969 3.159 -0.483
C 3.921 -1.365 -1.722
C -2.207 -1.929 -6.192
C -3.230 -1.410 -7.058
C 1.477 6.015 3.610
C -0.161 7.254 2.180
C 1.776 4.265 -0.335
C 0.204 5.883 2.764
C -0.281 -2.796 -4.465
C 4.381 0.690 3.590
C -3.533 1.124 -2.813
C -0.091 -4.040 -0.934
C 2.655 -0.573 2.427
C 0.788 -5.047 -0.207
C -0.931 5.441 3.688
C -2.896 -1.085 0.893
C -4.536 1.693 -3.614
C 2.947 1.773 1.974
C -4.721 1.199 -4.879
C 1.897 -2.802 -1.392
C -2.793 0.509 2.777
C -4.914 -1.238 -0.413
C 2.166 -1.296 4.733
C -4.037 -0.409 -6.655
C 4.623 -2.381 -0.843
C 2.335 -2.921 2.949
C -2.925 -0.337 -4.462
C -1.344 -2.963 -6.592
C -0.874 -0.911 2.209
C -0.080 2.920 0.388
C -5.081 -1.175 2.036
C -3.902 0.155 -5.342
C 0.442 4.892 1.622
C -0.378 -3.403 -5.726
C 1.493 5.121 0.729
C -2.037 -1.398 -4.904
C 2.111 -5.168 -0.938
B 0.042 1.190 -1.063
H -0.691 -1.335 3.201
H 0.629 7.634 1.532
H 4.612 -4.529 -0.594
H -3.329 -1.841 -8.048
H 1.306 6.697 4.447
H 4.386 -1.360 -2.715
H -4.447 -1.376 2.897
H -5.733 -2.040 1.883
H -0.559 -1.608 1.437
H 1.266 -3.048 2.727
H 1.870 -0.872 -1.822
H -5.485 1.604 -5.532
H -5.712 -0.311 2.266
H -2.045 1.308 2.754
H 2.603 4.452 -1.007
H 3.662 1.727 1.143
H 0.307 -4.195 -5.995
H -4.802 -0.013 -7.313
H 4.447 1.597 4.193
H -4.224 -1.024 -1.224
H -0.322 7.981 2.981
H 4.016 -0.364 -1.301
H -0.931 -3.743 -0.300
H 5.219 0.692 2.879
H 1.958 -5.607 -1.936
H -5.802 -0.610 -0.512
H -5.142 2.502 -3.229
H -0.729 4.466 4.138
H 2.602 -3.627 3.736
H 4.494 -0.171 4.244
H 0.985 -4.710 0.814
H 2.311 6.405 3.026
H 0.476 -3.098 -3.748
H -1.076 7.189 1.588
H 4.372 -2.196 0.202
H -5.221 -2.288 -0.491
H 0.292 -6.018 -0.144
H -1.883 5.382 3.157
H 5.705 -2.298 -0.955
H 2.245 -0.234 4.943
H -3.345 1.486 -1.806
H -1.186 3.534 2.105
H 1.113 -1.585 4.839
H 4.432 -3.997 -2.267
H -0.539 -4.514 -1.819
H -1.453 -3.395 -7.579
H -0.281 -0.002 2.088
H 1.848 -1.599 1.029
H 1.949 1.754 1.553
H 2.745 -1.851 5.476
H 2.121 5.993 0.862
H -3.006 0.267 3.823
H -3.702 0.885 2.313
H -1.046 6.164 4.498
H 2.805 -5.818 -0.402
H 1.776 5.045 4.014
H 2.901 -3.175 2.051
H 3.089 2.707 2.519
```

These are the Löwdin partial charges, in e, on atoms 1 to 2: number 1, Ag, carries 0.7037; number 2, O, carries -0.0153